Version w
22
Properties=species:S:1:pos:R:3:nbo_charge:R:1 method="wB97M-V/def2-TZVPD" lumo_ev=0.80 total_charge=0 homo_energy_ev=-8.14 homo_lumo_gap_ha=0.3284 smiles=c1ccc2c(c1)nc1n2CCC1
C 3.07 -0.66 0.52 -0.403
C 2.63 0.85 0.69 -0.459
C 1.28 0.76 0.02 0.414
C -0.80 0.87 -0.41 0.131
C -1.99 1.35 -0.99 -0.250
C -3.04 0.46 -0.83 -0.222
C -3.06 -0.77 -0.07 -0.228
C -1.69 -1.38 0.14 -0.239
C -0.58 -0.55 -0.09 0.093
C 1.86 -1.54 0.65 -0.204
H 3.75 -0.94 1.38 0.213
H 3.58 -0.80 -0.39 0.217
H 2.53 1.23 1.73 0.235
H 3.26 1.72 0.19 0.243
H -1.84 2.40 -1.26 0.249
H -4.07 0.74 -1.18 0.211
H -3.91 -1.41 0.36 0.236
H -1.55 -2.36 0.51 0.211
H 1.68 -1.74 1.75 0.196
H 1.98 -2.47 0.06 0.217
N 0.38 1.65 -0.23 -0.466
N 0.84 -0.61 0.10 -0.393

Version x
22
Properties=species:S:1:pos:R:3:nbo_charge:R:1 method="wB97M-V/def2-TZVPD" lumo_ev=0.31 total_charge=0 homo_energy_ev=-7.89 homo_lumo_gap_ha=0.3014 smiles=Cc1ccnc2ccc(N)cc12
C -1.60 -1.27 -1.68 -0.650
C -0.41 -0.45 -1.52 0.025
C 0.59 -0.55 -2.52 -0.263
C 1.68 0.37 -2.46 0.053
C 1.10 0.76 -0.32 0.138
C 1.53 1.31 0.96 -0.140
C 0.82 1.22 2.11 -0.267
C -0.38 0.45 2.16 0.214
C -0.90 -0.09 0.97 -0.316
C -0.09 0.02 -0.17 -0.051
H -1.51 -2.08 -0.84 0.216
H -1.44 -1.80 -2.65 0.220
H -2.62 -0.82 -1.72 0.235
H 0.62 -1.19 -3.49 0.217
H 2.41 0.36 -3.35 0.194
H 2.36 1.96 0.88 0.219
H 0.96 1.56 3.18 0.214
H -0.42 0.18 4.26 0.395
H -1.74 -0.44 3.25 0.385
H -1.79 -0.68 0.84 0.218
N 1.85 0.96 -1.33 -0.433
N -1.02 0.21 3.44 -0.824

Name the most stable of them. version w.